No. 1
{"formula": "C3H14N2O3", "method": "wB97M-V/def2-TZVPD", "species": ["C", "C", "C", "N", "N", "H", "H", "H", "H", "H", "H", "H", "H", "H", "H", "O", "H", "H", "O", "H", "H", "O"], "positions_angstrom": [[0.09, -1.00, 2.33], [0.36, -0.47, 0.98], [1.02, -1.19, -0.03], [1.25, -0.64, -1.22], [-0.03, 0.77, 0.73], [0.51, -1.98, 2.44], [-0.97, -1.08, 2.51], [0.51, -0.32, 3.08], [1.39, -2.18, 0.19], [1.66, 0.30, -1.14], [1.87, -1.21, -1.80], [-0.87, 1.09, 1.24], [-0.25, 0.92, -0.24], [-1.89, -1.41, -2.16], [-0.65, -0.64, -1.85], [-1.62, -0.55, -2.02], [2.74, 2.51, -0.12], [1.73, 1.52, 0.46], [2.50, 1.57, -0.08], [-3.77, 1.25, -0.37], [-2.63, 0.36, -0.80], [-2.97, 0.83, -0.06]], "lowdin_charge": [0.02, -0.30, -0.05, 0.12, 0.18, 0.09, 0.10, 0.12, 0.15, 0.10, 0.16, 0.15, 0.11, 0.03, 0.03, -0.02, 0.09, -0.02, -0.02, 0.05, -0.04, -0.05], "charge": 1, "e_homo_ev": [-13.62, -14.60], "lumo_energy_ha": [-0.1103, -0.2393], "total_energy_ev": -12453.9022, "spin_multiplicity": 2, "de_lowest_ev": 0.281, "s2": 0.75, "homo_lumo_gap_ev": [10.62, 8.09]}

No. 2
{"formula": "C3H14NO2", "method": "wB97M-V/def2-TZVPD", "species": ["C", "C", "N", "C", "H", "H", "H", "H", "H", "H", "H", "H", "H", "H", "H", "H", "O", "H", "H", "O"], "positions_angstrom": [[2.02, -0.34, 0.56], [0.98, 0.74, 0.37], [0.22, 0.88, 1.74], [-0.85, 1.88, 1.64], [1.58, -1.34, 0.61], [2.58, -0.26, -0.40], [2.69, -0.09, 1.47], [1.39, 1.76, 0.06], [0.21, 0.47, -0.43], [0.85, 1.14, 2.51], [-0.25, -0.05, 1.90], [-1.73, 1.69, 2.40], [-1.40, 1.84, 0.67], [-0.41, 2.98, 1.75], [-0.43, -2.20, -5.11], [-1.23, -3.53, -4.91], [-0.41, -3.02, -4.72], [-2.30, -1.37, 0.42], [-1.74, -0.57, -0.74], [-1.75, -0.61, 0.21]], "lowdin_charge": [-0.08, -0.20, -0.03, -0.08, 0.09, 0.10, 0.12, 0.15, 0.12, 0.18, 0.17, 0.14, 0.09, 0.14, -0.02, 0.06, -0.04, 0.07, 0.05, -0.03], "charge": 1, "e_homo_ev": -13.78, "lumo_energy_ha": -0.1132, "total_energy_ev": -8916.1184, "de_lowest_ev": 1.667, "homo_lumo_gap_ev": 10.70}

No. 3
{"formula": "C3H14NO2", "method": "wB97M-V/def2-TZVPD", "species": ["C", "C", "C", "N", "H", "H", "H", "H", "H", "H", "H", "H", "H", "H", "H", "H", "O", "H", "H", "O"], "positions_angstrom": [[-1.88, -1.27, 0.88], [-1.42, 0.16, 0.75], [-0.26, 0.51, 1.67], [-1.01, 0.31, -0.70], [-2.81, -1.45, 0.32], [-1.18, -1.97, 0.47], [-2.04, -1.62, 1.90], [-2.31, 0.78, 0.85], [0.51, -0.26, 1.55], [-0.61, 0.61, 2.69], [0.21, 1.44, 1.32], [-1.77, -0.05, -1.29], [-0.98, 1.27, -1.03], [-0.06, -0.08, -0.91], [3.10, 0.75, -2.31], [3.82, 1.94, -1.74], [3.04, 1.38, -1.58], [1.95, -1.57, -1.22], [2.20, -0.11, -0.76], [1.50, -0.78, -0.87]], "lowdin_charge": [-0.05, -0.38, -0.03, 0.19, 0.09, 0.08, 0.10, 0.15, 0.08, 0.10, 0.09, 0.17, 0.17, 0.10, 0.05, 0.07, -0.06, 0.08, 0.03, -0.05], "charge": 1, "e_homo_ev": -15.63, "lumo_energy_ha": -0.1121, "total_energy_ev": -8917.4911, "de_lowest_ev": 0.295, "homo_lumo_gap_ev": 12.58}

No. 4
{"formula": "C3H14NO2S", "method": "wB97M-V/def2-TZVPD", "species": ["C", "C", "C", "S", "N", "H", "H", "H", "H", "H", "H", "H", "H", "H", "H", "H", "H", "O", "H", "H", "O"], "positions_angstrom": [[-0.67, 0.08, 0.77], [-1.25, -0.21, -0.60], [-0.96, 0.63, -1.80], [0.59, 0.71, -2.60], [0.88, 0.16, 0.81], [-0.96, 0.97, 1.34], [-0.96, -0.74, 1.53], [-2.40, -0.15, -0.42], [-1.41, -1.28, -0.82], [-1.25, 1.70, -1.65], [-1.79, 0.40, -2.71], [0.68, -0.42, -3.27], [1.30, -0.22, 1.57], [1.15, -0.33, 0.05], [1.19, 1.16, 0.76], [2.03, 2.83, 2.01], [1.27, 2.31, 3.32], [1.25, 2.33, 2.36], [-0.11, -3.82, 0.18], [0.88, -3.13, -0.89], [0.52, -2.99, 0.05]], "lowdin_charge": [-0.12, -0.28, -0.65, 0.74, 0.21, 0.12, 0.16, 0.16, 0.11, 0.08, 0.15, -0.14, 0.10, 0.06, 0.14, 0.10, 0.06, -0.05, 0.12, 0.08, -0.14], "charge": 1, "e_homo_ev": -12.72, "lumo_energy_ha": -0.1103, "total_energy_ev": -19750.8532, "de_lowest_ev": 1.947, "homo_lumo_gap_ev": 9.72}

No. 5
{"formula": "C3H14NO2S2", "method": "wB97M-V/def2-TZVPD", "species": ["N", "C", "C", "S", "S", "C", "H", "H", "H", "H", "H", "H", "H", "H", "H", "H", "H", "H", "O", "H", "H", "O"], "positions_angstrom": [[0.06, 2.47, -0.78], [0.77, 1.15, -1.17], [1.12, 0.36, 0.08], [-0.26, 0.16, 1.20], [-1.75, -0.67, 0.14], [-1.68, -2.43, -0.32], [-0.83, 2.52, -1.28], [0.74, 3.19, -1.03], [-0.15, 2.58, 0.21], [1.59, 1.48, -1.80], [0.03, 0.56, -1.70], [1.66, -0.56, -0.20], [2.00, 0.75, 0.61], [-1.03, -3.05, 0.29], [-1.30, -2.36, -1.33], [-2.70, -2.77, -0.21], [-0.88, 5.33, 0.98], [-1.97, 4.29, 0.44], [-1.04, 4.52, 0.50], [2.07, -5.91, 1.02], [1.84, -6.13, 2.52], [1.71, -5.49, 1.81]], "lowdin_charge": [0.15, -0.19, -0.56, 0.52, 0.45, -0.39, 0.16, 0.16, 0.09, 0.13, 0.09, 0.10, 0.09, 0.05, 0.02, 0.04, 0.06, 0.06, -0.04, 0.03, 0.04, -0.07], "charge": 1, "e_homo_ev": -12.27, "lumo_energy_ha": -0.1154, "total_energy_ev": -30587.0464, "de_lowest_ev": 1.148, "homo_lumo_gap_ev": 9.13}

No. 6
{"formula": "C3H14NO3S", "method": "wB97M-V/def2-TZVPD", "species": ["C", "O", "C", "C", "S", "N", "H", "H", "H", "H", "H", "H", "H", "H", "H", "H", "H", "H", "O", "H", "H", "O"], "positions_angstrom": [[0.13, 0.12, 1.90], [0.01, 1.48, 2.34], [0.56, -0.07, 0.33], [0.36, -1.56, -0.05], [2.00, -2.37, -0.07], [-0.48, 0.58, -0.59], [0.89, -0.32, 2.51], [-0.86, -0.46, 1.94], [-0.89, 1.76, 2.57], [1.57, 0.35, 0.14], [-0.44, -2.10, 0.50], [-0.08, -1.77, -1.05], [1.51, -3.67, -0.26], [-0.07, 1.14, -1.32], [-1.21, -0.02, -0.91], [-0.95, 1.24, 0.05], [-2.76, -0.91, -2.39], [-1.32, -1.36, -3.05], [-1.81, -0.93, -2.35], [1.98, 2.85, -0.16], [0.81, 3.22, 0.38], [1.05, 2.79, -0.46]], "lowdin_charge": [-0.15, -0.06, -0.28, -0.56, 0.72, 0.18, 0.12, 0.15, 0.10, 0.13, 0.10, 0.05, -0.09, 0.14, 0.08, 0.15, 0.07, 0.08, -0.03, 0.08, 0.06, -0.05], "charge": 1, "e_homo_ev": -12.47, "lumo_energy_ha": -0.1149, "total_energy_ev": -21798.4171, "de_lowest_ev": 1.657, "homo_lumo_gap_ev": 9.34}

No. 7
{"formula": "C3H14NO3S2", "method": "wB97M-V/def2-TZVPD", "species": ["N", "C", "C", "O", "C", "S", "S", "H", "H", "H", "H", "H", "H", "H", "H", "H", "H", "H", "H", "O", "H", "H", "O"], "positions_angstrom": [[0.68, 1.81, -0.54], [1.03, 0.34, -0.27], [0.29, -0.44, -1.32], [0.63, 0.15, -2.60], [0.54, 0.02, 1.12], [1.67, 0.73, 2.38], [0.78, 2.36, 3.24], [1.31, 2.20, -1.23], [0.76, 2.37, 0.32], [-0.29, 1.89, -0.85], [2.10, 0.35, -0.41], [-0.79, -0.38, -1.30], [0.60, -1.48, -1.32], [1.24, -0.38, -3.12], [-0.50, 0.24, 1.30], [0.68, -1.05, 1.28], [-0.37, 1.80, 3.64], [-3.43, -0.12, 0.76], [-3.47, 1.33, 0.07], [-2.92, 0.63, 0.43], [-0.92, -4.20, -0.28], [0.42, -4.39, -0.94], [-0.05, -3.78, -0.36]], "lowdin_charge": [0.23, -0.33, -0.18, -0.06, -0.48, 0.46, 0.34, 0.17, 0.12, 0.17, 0.15, 0.13, 0.12, 0.10, 0.08, 0.09, -0.17, 0.05, 0.04, -0.05, 0.05, 0.05, -0.06], "charge": 1, "e_homo_ev": -12.14, "lumo_energy_ha": -0.1064, "total_energy_ev": -32634.7976, "de_lowest_ev": 0.000, "homo_lumo_gap_ev": 9.24}

No. 8
{"formula": "C3H14NO4", "method": "wB97M-V/def2-TZVPD", "species": ["O", "C", "C", "C", "N", "H", "H", "H", "H", "H", "H", "H", "H", "H", "H", "O", "H", "H", "O", "H", "H", "O"], "positions_angstrom": [[-1.32, 1.27, -1.87], [-1.97, 0.42, -1.35], [-1.59, -0.15, 0.01], [-1.84, -1.66, 0.01], [-0.15, 0.19, 0.17], [-2.87, -0.01, -1.83], [-2.21, 0.36, 0.74], [-1.28, -2.08, -0.83], [-2.89, -1.79, -0.22], [-1.55, -2.13, 0.95], [0.11, 0.56, 1.09], [0.13, 0.82, -0.59], [0.39, -0.67, 0.13], [2.68, -0.12, -2.56], [2.08, 1.11, -1.89], [2.01, 0.16, -1.93], [1.01, 2.11, 2.67], [0.92, 3.14, 1.61], [0.46, 2.37, 1.93], [2.73, -0.89, 1.92], [2.75, -1.94, 0.83], [2.40, -1.06, 1.03]], "lowdin_charge": [0.10, -0.18, -0.28, -0.02, 0.21, 0.15, 0.16, 0.10, 0.09, 0.09, 0.12, 0.12, 0.12, 0.06, 0.05, -0.05, 0.06, 0.06, -0.03, 0.05, 0.06, -0.05], "charge": 1, "e_homo_ev": -14.43, "lumo_energy_ha": -0.1114, "total_energy_ev": -13012.0486, "de_lowest_ev": 0.580, "homo_lumo_gap_ev": 11.40}

No. 9
{"formula": "C3H14NO4", "method": "wB97M-V/def2-TZVPD", "species": ["C", "C", "C", "N", "H", "H", "H", "H", "H", "H", "H", "H", "O", "H", "H", "O", "H", "H", "O", "H", "H", "O"], "positions_angstrom": [[2.60, 0.73, -1.71], [2.92, 2.01, -1.66], [0.42, 0.60, -0.61], [1.44, 0.10, -1.16], [3.13, 0.11, -2.42], [2.49, 2.83, -1.09], [3.79, 2.37, -2.20], [-0.40, -0.02, -0.32], [0.24, 1.66, -0.45], [1.54, -0.91, -1.19], [-2.13, -3.43, 1.91], [-2.07, -4.21, 0.61], [-1.59, -3.53, 1.11], [-2.26, 1.37, -4.25], [-3.26, 2.38, -3.72], [-2.75, 1.60, -3.45], [-2.63, 1.54, 5.61], [-2.02, 0.35, 6.24], [-1.76, 1.21, 5.87], [0.35, -2.81, 0.63], [1.23, -2.02, 1.54], [0.72, -1.91, 0.71]], "lowdin_charge": [-0.12, 0.09, 0.18, 0.06, 0.13, 0.08, 0.09, 0.11, 0.14, 0.15, 0.06, 0.06, -0.05, 0.04, 0.04, -0.07, 0.03, 0.04, -0.07, 0.04, 0.07, -0.07], "charge": 1, "e_homo_ev": -13.48, "lumo_energy_ha": -0.1771, "total_energy_ev": -13010.2644, "de_lowest_ev": 2.365, "homo_lumo_gap_ev": 8.66}

No. 10
{"formula": "C3H14NO4", "method": "wB97M-V/def2-TZVPD", "species": ["C", "C", "C", "N", "H", "H", "H", "H", "H", "H", "H", "H", "O", "H", "H", "O", "H", "H", "O", "H", "H", "O"], "positions_angstrom": [[0.62, -1.13, -1.41], [1.79, -1.33, -1.93], [1.21, 0.38, 0.43], [0.32, -0.26, -0.30], [-0.25, -1.84, -1.49], [2.69, -0.88, -1.78], [1.77, -2.03, -2.78], [0.98, 1.06, 1.29], [2.29, 0.29, 0.31], [-0.74, -0.08, -0.29], [-2.64, -0.02, 1.61], [-2.31, 1.39, 1.56], [-2.15, 0.64, 1.14], [2.56, -2.93, 1.65], [1.31, -2.02, 1.99], [2.09, -2.05, 1.63], [-1.57, 2.82, 0.76], [-0.33, 3.72, 0.87], [-0.75, 2.98, 1.21], [-2.19, 0.55, -2.25], [-2.67, 0.60, -0.83], [-2.04, 0.12, -1.39]], "lowdin_charge": [0.06, 0.32, 0.28, 0.11, 0.20, 0.11, 0.16, 0.15, 0.13, 0.12, 0.09, -0.01, 0.02, 0.12, -0.05, 0.02, 0.04, 0.02, 0.01, 0.10, 0.06, -0.05], "charge": 2, "e_homo_ev": [-18.58, -18.54], "lumo_energy_ha": [-0.3885, -0.5143], "total_energy_ev": -12995.4181, "spin_multiplicity": 2, "de_lowest_ev": 2.707, "s2": 0.75, "homo_lumo_gap_ev": [8.01, 4.54]}

What did the fifth record say?
{"formula": "C3H14NO2S2", "method": "wB97M-V/def2-TZVPD", "species": ["N", "C", "C", "S", "S", "C", "H", "H", "H", "H", "H", "H", "H", "H", "H", "H", "H", "H", "O", "H", "H", "O"], "positions_angstrom": [[0.06, 2.47, -0.78], [0.77, 1.15, -1.17], [1.12, 0.36, 0.08], [-0.26, 0.16, 1.20], [-1.75, -0.67, 0.14], [-1.68, -2.43, -0.32], [-0.83, 2.52, -1.28], [0.74, 3.19, -1.03], [-0.15, 2.58, 0.21], [1.59, 1.48, -1.80], [0.03, 0.56, -1.70], [1.66, -0.56, -0.20], [2.00, 0.75, 0.61], [-1.03, -3.05, 0.29], [-1.30, -2.36, -1.33], [-2.70, -2.77, -0.21], [-0.88, 5.33, 0.98], [-1.97, 4.29, 0.44], [-1.04, 4.52, 0.50], [2.07, -5.91, 1.02], [1.84, -6.13, 2.52], [1.71, -5.49, 1.81]], "lowdin_charge": [0.15, -0.19, -0.56, 0.52, 0.45, -0.39, 0.16, 0.16, 0.09, 0.13, 0.09, 0.10, 0.09, 0.05, 0.02, 0.04, 0.06, 0.06, -0.04, 0.03, 0.04, -0.07], "charge": 1, "e_homo_ev": -12.27, "lumo_energy_ha": -0.1154, "total_energy_ev": -30587.0464, "de_lowest_ev": 1.148, "homo_lumo_gap_ev": 9.13}

Repeat the eighth record exactly.
{"formula": "C3H14NO4", "method": "wB97M-V/def2-TZVPD", "species": ["O", "C", "C", "C", "N", "H", "H", "H", "H", "H", "H", "H", "H", "H", "H", "O", "H", "H", "O", "H", "H", "O"], "positions_angstrom": [[-1.32, 1.27, -1.87], [-1.97, 0.42, -1.35], [-1.59, -0.15, 0.01], [-1.84, -1.66, 0.01], [-0.15, 0.19, 0.17], [-2.87, -0.01, -1.83], [-2.21, 0.36, 0.74], [-1.28, -2.08, -0.83], [-2.89, -1.79, -0.22], [-1.55, -2.13, 0.95], [0.11, 0.56, 1.09], [0.13, 0.82, -0.59], [0.39, -0.67, 0.13], [2.68, -0.12, -2.56], [2.08, 1.11, -1.89], [2.01, 0.16, -1.93], [1.01, 2.11, 2.67], [0.92, 3.14, 1.61], [0.46, 2.37, 1.93], [2.73, -0.89, 1.92], [2.75, -1.94, 0.83], [2.40, -1.06, 1.03]], "lowdin_charge": [0.10, -0.18, -0.28, -0.02, 0.21, 0.15, 0.16, 0.10, 0.09, 0.09, 0.12, 0.12, 0.12, 0.06, 0.05, -0.05, 0.06, 0.06, -0.03, 0.05, 0.06, -0.05], "charge": 1, "e_homo_ev": -14.43, "lumo_energy_ha": -0.1114, "total_energy_ev": -13012.0486, "de_lowest_ev": 0.580, "homo_lumo_gap_ev": 11.40}